No. 1
150
Properties=species:S:1:pos:R:3:forces:R:3:lowdin_charge:R:1 method="wB97M-V/def2-TZVPD" lumo_ev="-1.6 / -1.6" charge=0 gap_ev="3.9887 / 3.9880" homo_ev="-5.6 / -5.6"
Sb 1.7620 -2.8013 0.3719 2.8 -4.3 -0.8 1.12
Ti -0.4467 0.3244 0.2643 -2.8 -1.2 0.1 0.88
S -1.1462 0.4713 3.3074 -0.7 1.3 2.5 0.61
S 2.8833 -0.6135 -2.6864 0.1 -0.4 -1.2 0.94
S -0.5905 -1.8258 1.6828 -0.3 -2.2 4.8 0.71
P 1.0916 1.6781 1.7247 1.4 1.4 0.5 1.07
Si 3.7544 -3.0781 2.0797 1.0 -0.7 -0.1 0.43
Si 0.5928 -5.0309 1.3466 0.1 -0.9 -0.1 0.46
Si -3.7469 0.4675 -0.9563 -1.1 -0.4 -1.0 0.71
Si 3.1244 -5.0542 -1.2918 -0.5 1.1 0.8 0.48
F -2.2073 -1.7454 4.1122 -0.1 -0.3 0.2 0.00
F -3.8283 0.0765 3.2639 0.4 -0.1 0.0 0.13
F -3.2176 2.0169 3.9087 0.3 0.0 0.0 0.12
F -3.0756 0.3766 5.2734 0.6 -0.1 -0.3 0.16
F -1.5872 -3.6570 3.3416 0.1 0.3 0.2 -0.03
F -0.3622 -2.6647 4.8252 -0.1 0.4 -0.6 0.07
O 1.6606 -0.7243 -1.8562 -0.6 0.3 0.2 -0.65
O -0.5474 -1.4453 0.0773 -0.4 2.0 -2.2 -0.64
O -0.2806 -0.0283 4.3176 -0.1 -0.1 0.1 -0.22
O -0.9012 1.8644 2.9458 0.1 0.2 -0.5 -0.39
O 0.8664 -1.4981 1.9763 -0.3 0.9 0.6 -0.70
N -1.3067 -0.3487 2.0061 -0.1 0.4 -1.2 -0.48
N -1.9854 -0.7761 -2.7207 0.2 0.2 0.0 -0.21
N 2.3709 1.5614 0.4933 -0.5 0.4 -0.7 -0.05
N 0.5439 1.4854 -0.9700 2.2 3.4 -2.7 -0.05
C 3.1211 -1.1980 -5.3065 -0.1 0.1 0.0 -0.23
C -2.9133 0.7135 4.0005 -0.9 0.2 -0.1 -0.62
C 0.8231 6.2973 1.6308 -0.1 0.0 -0.1 -0.08
C -6.2568 -2.7924 -0.2371 -0.1 0.0 -0.1 -0.08
C -4.4096 -3.0144 1.2709 0.0 -0.1 0.1 -0.06
C 2.2868 3.1258 -1.3675 0.1 1.0 -1.5 0.00
C 1.2385 -6.7765 0.7662 -0.2 1.0 0.2 -0.25
C 0.9597 3.5202 1.7183 -0.4 -0.2 -0.2 -0.32
C -6.0600 1.8082 0.0650 0.1 -0.1 0.1 -0.10
C -5.2858 1.6079 -1.0767 0.7 -0.1 0.1 -0.25
C 0.4201 3.0154 -2.8512 0.1 0.4 -0.1 -0.06
C -1.1548 -0.6885 -3.9201 0.2 -0.1 -0.4 -0.21
C 1.7594 2.0677 -0.6660 -0.6 -1.6 1.0 -0.39
C -3.8741 -1.8376 0.7778 0.0 0.0 0.1 -0.12
C 1.6747 2.1935 4.3944 -0.1 0.1 -0.1 -0.09
C 4.5248 -3.8329 -1.7162 -0.1 -0.4 -0.5 -0.29
C -0.2750 5.5340 1.2720 -0.1 0.1 -0.1 -0.06
C 2.6437 0.7592 -3.9165 0.2 -0.2 0.1 -0.30
C -1.3829 -1.8343 -4.9129 0.0 0.1 0.1 -0.16
C -7.5746 3.2293 -1.1320 0.0 0.0 -0.1 -0.09
C 1.9957 5.6744 2.0241 0.1 0.0 0.0 -0.07
C -7.1879 2.6074 0.0433 -0.1 0.0 0.1 -0.08
C 2.0624 4.2936 2.0682 0.1 -0.2 -0.1 -0.09
C 2.0320 1.4743 3.2561 -0.1 -0.5 0.1 -0.34
C 4.6075 -4.7999 1.8781 -0.4 0.8 0.1 -0.24
C 3.8021 0.4201 4.4849 0.2 0.0 0.1 -0.07
C 2.4484 0.1712 -5.3065 0.1 0.0 -0.1 -0.22
C 3.4456 -2.9072 3.9748 -0.3 0.2 -0.8 -0.21
C 3.0819 0.5714 3.3147 -0.2 0.0 -0.3 -0.08
C -3.2158 0.0011 -2.7619 -0.2 0.3 0.5 -0.24
C -5.6902 2.2479 -2.2438 0.2 -0.1 -0.1 -0.10
C 3.4499 1.1369 5.6138 0.0 -0.1 -0.1 -0.06
C 5.1668 -1.8753 1.4979 -0.7 -0.3 0.3 -0.22
C 1.9105 -5.2149 -2.7589 0.5 0.0 0.1 -0.24
C -1.0191 -3.1782 -4.2606 0.0 0.0 0.0 -0.18
C -4.5111 -1.1177 -0.2252 0.6 0.5 0.2 -0.25
C 2.3790 2.0161 5.5697 0.0 0.1 0.0 -0.05
C -0.2051 4.1516 1.3060 0.0 -0.2 0.0 -0.07
C 2.6686 -1.8728 -4.0311 0.5 0.3 0.2 -0.28
C 1.6089 3.6521 -2.4753 -0.1 -1.2 1.2 -0.01
C -0.0575 1.9593 -2.1173 0.3 -0.5 1.1 -0.10
C -2.3013 1.3034 -0.1002 0.2 -0.3 0.2 -0.26
C -5.7157 -1.6147 -0.7196 0.1 0.3 -0.2 -0.10
C -5.6024 -3.4980 0.7591 0.1 0.0 0.1 -0.07
C -1.0928 -3.0602 -2.7332 -0.2 0.1 0.0 -0.18
C -1.2250 -4.9863 0.7028 0.5 0.1 0.3 -0.23
C 3.9958 -6.7653 -1.1662 -0.3 0.5 0.1 -0.23
C 0.7992 -5.2320 3.2502 -0.2 0.4 -0.6 -0.22
C -1.0701 -2.4067 3.6968 -0.5 -1.4 -0.1 -0.55
C -2.2620 -2.1614 -2.3548 0.1 -0.5 0.4 -0.20
C -6.8205 3.0469 -2.2782 -0.1 0.1 -0.1 -0.09
H 0.8794 -4.2693 3.7381 0.0 0.1 0.2 -0.02
H -3.8975 -3.5438 2.0592 0.1 -0.1 0.1 0.10
H 1.6061 -2.1029 -4.0491 -0.1 0.0 0.2 0.07
H 3.2290 3.5520 -1.0497 -0.1 0.0 0.1 0.13
H -0.1891 -2.6084 -2.3093 0.1 -0.2 0.0 0.08
H 0.6853 -7.5556 1.2796 -0.3 -0.1 0.3 0.03
H 2.8762 0.8233 -6.0680 -0.1 0.0 0.0 0.11
H -2.9416 -1.4646 1.1774 -0.4 -0.1 0.0 0.04
H 1.3844 0.0588 -5.5181 -0.1 0.0 0.0 0.10
H 2.9758 3.8117 2.3917 0.1 0.0 0.1 0.11
H -7.7740 2.7465 0.9407 0.0 0.0 0.1 0.10
H -8.4584 3.8512 -1.1550 0.0 0.0 0.0 0.10
H -1.5188 -3.9626 0.4861 -0.2 0.0 -0.1 -0.03
H -0.0524 -5.7481 3.6842 -0.2 -0.1 0.0 0.03
H 3.1686 -3.8683 4.3988 -0.1 -0.2 -0.1 0.02
H 3.3074 -0.0168 2.4397 0.1 -0.1 0.0 0.07
H 1.6902 -5.8071 3.4890 0.2 -0.1 -0.2 0.02
H -4.0153 -0.5461 -3.2903 -0.1 0.1 0.1 0.10
H 5.3570 -2.0141 0.4376 -0.1 -0.1 -0.2 0.00
H -3.1800 -2.5323 -2.8534 0.1 0.1 0.1 0.14
H -7.1941 -3.1571 -0.6348 0.0 0.0 0.0 0.10
H 4.3247 -2.5628 4.5115 0.3 0.1 -0.1 0.01
H 1.2366 -4.3689 -2.7973 -0.1 0.2 0.0 -0.03
H 2.0969 2.5644 6.4567 -0.1 0.0 0.0 0.11
H -0.1154 3.3319 -3.7341 -0.1 0.0 0.0 0.12
H 2.8524 6.2660 2.3115 0.1 0.0 0.0 0.11
H -1.1952 6.0165 0.9777 -0.1 0.0 -0.1 0.11
H -3.0409 0.9115 -3.3381 0.0 0.2 0.0 0.07
H 6.1004 -2.0573 2.0213 0.2 -0.1 0.2 0.02
H -0.0228 -3.4939 -4.5797 0.0 -0.1 0.0 0.09
H -1.2224 -4.0469 -2.2840 0.1 0.1 0.1 0.11
H -6.2341 -1.0643 -1.4929 -0.1 0.0 -0.1 0.10
H 0.8341 2.8699 4.3481 0.0 0.0 0.1 0.11
H -1.0687 3.5557 1.0433 -0.1 0.0 0.0 0.09
H -2.4346 -1.8338 -5.2078 0.0 0.0 -0.1 0.11
H 4.2061 -1.0797 -5.2972 0.1 0.0 -0.1 0.12
H 1.7920 1.3437 -3.5817 0.2 -0.2 0.0 0.04
H 4.6503 -6.9113 -2.0211 0.2 0.1 -0.3 0.02
H -1.3462 0.2664 -4.4175 0.0 0.1 0.1 0.11
H 5.0864 -4.8844 0.9129 0.1 0.0 -0.3 -0.02
H -0.7912 -1.6656 -5.8179 -0.1 0.0 0.0 0.10
H 3.2661 2.0137 0.6786 -0.3 -0.1 0.1 0.11
H 3.2343 -2.7660 -3.7895 0.0 0.0 0.2 0.06
H 4.8456 -3.9558 -2.7473 0.3 0.0 -0.4 0.01
H 4.6366 -0.2597 4.5195 0.1 -0.2 0.0 0.10
H 3.9994 0.9938 6.5318 0.1 0.0 0.1 0.11
H -2.4281 -2.2037 -1.2759 -0.1 -0.1 -0.2 0.08
H 3.9085 -5.6205 1.9702 -0.3 -0.2 0.1 0.00
H -2.6062 1.5060 0.9364 0.0 0.1 -0.1 0.01
H 1.3097 -6.1144 -2.6711 -0.2 -0.2 0.1 0.02
H -7.1160 3.5267 -3.2016 0.0 0.0 0.0 0.10
H 2.8469 -1.7792 -6.1873 0.1 -0.1 0.0 0.12
H 4.9117 -0.8309 1.6436 0.0 0.2 0.0 -0.01
H 2.4420 -5.2790 -3.7051 0.1 0.0 -0.3 0.02
H -1.3556 -5.5782 -0.1999 0.2 -0.1 -0.2 0.02
H 4.2078 -2.8074 -1.5631 0.0 0.2 0.0 -0.05
H -1.7204 -3.9468 -4.5966 0.1 0.0 0.0 0.11
H -0.1109 -0.6885 -3.5879 0.0 0.0 -0.1 0.08
H 5.3755 -4.9295 2.6309 0.2 0.0 0.3 0.02
H -1.9191 -5.3669 1.4443 -0.1 -0.1 0.2 0.02
H 5.3940 -4.0139 -1.0950 0.2 0.0 0.2 0.01
H 3.5449 1.3677 -3.8612 0.0 0.1 0.0 0.09
H 2.2835 -6.9199 1.0062 0.3 0.0 0.1 -0.01
H 4.6024 -6.8560 -0.2738 0.2 0.0 0.2 0.01
H 1.1168 -6.9379 -0.2961 -0.1 0.0 -0.4 -0.01
H -6.0214 -4.4185 1.1399 0.0 -0.1 0.0 0.10
H 2.6344 -2.2088 4.1674 -0.1 0.1 0.1 0.01
H 1.9948 4.4980 -3.0148 0.1 0.2 -0.1 0.12
H -5.7734 1.3191 0.9845 0.0 -0.1 0.2 0.10
H -0.9367 1.4071 -2.4147 -0.1 0.1 0.0 0.09
H -5.1127 2.1129 -3.1466 0.0 0.0 -0.2 0.09
H 3.2857 -7.5836 -1.1571 -0.2 -0.1 0.0 0.01
H 0.7631 7.3745 1.6074 0.0 0.1 0.0 0.10
H -2.1372 2.2812 -0.5770 -0.1 -0.2 0.0 0.02

---

No. 2
5
Properties=species:S:1:pos:R:3:forces:R:3:lowdin_charge:R:1 method="wB97M-V/def2-TZVPD" lumo_ev="-2.0 / -2.6" charge=0 gap_ev="6.7208 / 7.0617" homo_ev="-8.7 / -9.7"
Br -0.8232 1.5865 -1.7597 0.4 0.3 -1.1 0.66
N 1.8328 -0.5092 1.0628 0.3 0.0 0.4 0.19
C -0.3219 -1.3694 0.1439 -1.9 -0.4 -0.7 0.12
C -1.4823 1.2368 -0.1784 -0.2 -0.7 1.2 -0.53
C 0.7947 -0.9448 0.7315 1.4 0.8 0.2 -0.44

---

No. 3
81
Properties=species:S:1:pos:R:3:forces:R:3:lowdin_charge:R:1 method="wB97M-V/def2-TZVPD" lumo_ev="-6.0 / -10.4" charge=+2 multiplicity=5 gap_ev="4.4420 / 3.2058" homo_ev="-10.4 / -13.6"
Pd 0.2666 -0.0444 2.4273 -0.5 0.3 1.6 0.72
P -1.4052 -0.5573 1.0299 -1.8 -1.1 -3.7 0.96
P 1.6880 0.0554 0.7489 0.5 -0.9 -2.7 0.89
N -0.9779 -0.2831 4.0690 0.0 0.2 0.7 -0.03
C 1.7897 0.3500 3.8231 1.9 0.1 1.7 -0.08
C -2.7556 -2.9081 0.2102 -0.1 -0.4 0.0 -0.08
C -1.0553 -1.5424 -4.4984 -0.2 -0.4 0.2 -0.14
C -4.3975 2.8542 0.2028 0.1 -0.2 0.1 -0.04
C -1.0493 1.4314 -5.2635 0.1 0.3 -0.3 -0.17
C 2.2364 1.7457 0.3852 -0.4 0.2 0.3 -0.35
C -0.9056 -0.2311 5.2378 0.1 0.0 -0.6 -0.21
C 4.4497 -0.5023 0.8005 0.0 -0.3 0.1 -0.07
C 2.9589 3.4045 -1.2294 -0.1 -0.3 0.3 -0.06
C -2.3633 -2.0797 1.2760 0.1 0.2 0.4 -0.36
C 1.2318 1.0304 -4.1003 -0.1 4.2 -0.8 0.06
C -3.5527 -4.0307 0.4658 0.3 0.5 -0.1 -0.05
C 1.1947 -0.3062 -4.1133 -0.7 -4.3 -0.3 0.06
C 2.7352 3.9961 1.1214 0.0 -0.1 -0.2 -0.04
C 2.3083 2.6991 1.4106 0.1 0.0 -0.3 -0.08
C -3.0473 3.1389 0.4515 0.2 -0.3 0.0 -0.06
C -4.8666 1.5384 0.3069 0.4 -0.1 0.0 -0.04
C 0.7701 -0.5918 -0.6536 2.3 0.7 0.4 -0.35
C 0.3734 1.9408 -4.9187 -0.8 -0.4 0.6 -0.11
C 4.0644 -3.0520 1.9179 -0.2 0.2 -0.2 -0.05
C -3.9090 -4.3553 1.7824 0.1 0.2 0.2 -0.04
C 2.5203 2.1099 -0.9395 0.1 0.3 0.2 -0.10
C 2.9618 -2.2499 1.6181 0.2 0.1 0.0 -0.10
C -0.5735 -0.7585 -0.5560 -1.7 0.1 0.9 -0.34
C -2.6185 0.7822 0.7993 0.4 0.0 0.6 -0.33
C 5.5515 -1.3177 1.0816 -0.3 -0.1 -0.1 -0.05
C -2.7004 -2.4258 2.5902 -0.3 -0.1 0.3 -0.08
C -2.1552 2.1038 0.7454 -0.3 0.5 -0.1 -0.09
C -1.8251 0.8296 -4.1239 -0.1 0.0 0.4 -0.07
C 5.3558 -2.5940 1.6256 -0.2 0.2 0.1 -0.04
C -3.9803 0.5012 0.6118 -0.2 0.1 0.1 -0.06
C 3.1510 -0.9795 1.0481 0.2 0.4 0.1 -0.36
C 3.0865 4.3362 -0.1912 -0.1 0.0 0.2 -0.04
C -3.4619 -3.5655 2.8477 -0.1 0.0 -0.2 -0.04
C 0.3460 -1.1424 -5.0293 0.9 -0.3 -0.1 -0.13
C -1.8364 -0.4677 -3.7969 -0.2 0.4 -0.1 -0.11
B -0.7212 -0.1533 6.7548 -0.3 -0.2 0.6 -0.38
H 3.9027 -4.0340 2.3655 0.1 0.3 -0.1 0.12
H -0.9828 0.7415 -6.1131 -0.3 0.2 0.2 0.11
H -5.0870 3.6576 -0.0656 0.2 -0.2 0.2 0.12
H 3.2115 3.6816 -2.2564 -0.1 0.0 0.4 0.11
H 1.9480 -2.5919 1.8348 0.2 -0.1 -0.1 0.10
H -2.4686 1.5389 -3.5868 0.2 -0.4 -0.1 0.12
H -5.9213 1.3109 0.1517 0.3 0.1 0.0 0.12
H -1.6228 -1.9304 -5.3611 0.1 0.1 0.3 0.14
H -1.6102 2.3086 -5.6181 0.2 -0.3 0.0 0.13
H 0.8763 2.1767 -5.8704 0.4 0.0 0.2 0.16
H 2.0078 1.5586 -3.5414 -0.1 -0.4 -0.1 0.11
H 3.4541 5.3410 -0.4042 -0.1 -0.3 0.0 0.12
H 0.8913 -2.0815 -5.2084 -0.1 0.3 0.1 0.14
H 0.2325 -0.6635 -6.0096 0.1 0.1 0.3 0.13
H 6.5596 -0.9575 0.8688 -0.3 -0.1 0.1 0.12
H 4.5917 0.4935 0.3806 0.0 -0.2 0.1 0.11
H -4.3354 -0.5267 0.7003 0.0 0.3 0.0 0.11
H -3.9016 -4.6433 -0.3668 0.1 0.2 0.3 0.12
H -1.1990 -0.9934 -1.4195 0.2 -0.1 0.4 0.03
H -2.3573 -1.7912 3.4081 -0.2 -0.3 -0.2 0.06
H -4.5422 -5.2248 1.9768 0.3 0.3 -0.1 0.12
H -2.4423 -2.6677 -0.8073 -0.2 -0.2 0.3 0.09
H -0.9388 -2.3924 -3.8093 0.1 0.2 -0.2 0.12
H 2.7426 0.5986 3.3399 -0.4 -0.1 0.0 0.02
H 2.7980 4.7293 1.9260 0.0 -0.1 -0.3 0.12
H -2.5230 -0.8262 -3.0192 0.2 0.3 -0.3 0.11
H 1.3897 1.1311 4.4801 -0.1 -0.1 -0.3 0.04
H 0.2816 2.8978 -4.3843 0.2 -0.1 -0.1 0.14
H 2.0329 2.4027 2.4244 0.2 0.3 -0.3 0.08
H -1.7010 0.4114 7.2004 0.2 0.0 -0.1 0.03
H 1.8808 -0.8864 -3.4820 -0.2 0.4 -0.2 0.14
H 0.3090 0.4603 6.9999 -0.1 0.0 -0.3 0.04
H -1.0994 2.3183 0.9366 -0.3 0.0 -0.1 0.09
H 1.3369 -0.8275 -1.5568 -0.2 -0.2 0.4 0.04
H 1.8425 -0.6212 4.3389 -0.2 0.2 -0.3 0.05
H 2.3933 1.3721 -1.7285 0.2 0.1 0.3 0.06
H -2.6866 4.1662 0.4140 -0.1 -0.3 0.0 0.12
H -3.7095 -3.8184 3.8796 0.0 0.0 -0.4 0.12
H 6.2126 -3.2323 1.8401 -0.2 0.2 0.0 0.12
H -0.6489 -1.2953 7.1666 0.1 0.1 -0.2 0.03

---

Record-wise energy relative to the best compared isomer or geometry (same formula, charge and spin) values, in kJ/mol: 750.4; 35.4; 0.0
Record-wise strongest force on any atom values, in eV/A: 5.251; 2.037; 4.334